1.
Computed, not measured: a molecular structure, C16H46N3O8PdZn in a non-equilibrium geometry, with the ωB97M-V functional and the def2-TZVPD basis.

Geometry as XYZ:
```
75
Properties=species:S:1:pos:R:3:forces:R:3:mulliken_charge:R:1
Zn -0.533 -0.395 2.159 1.1 -0.2 -0.3 -0.02
Pd -0.909 1.923 -0.859 -0.6 -1.1 -0.7 0.29
O -0.896 0.118 0.312 -0.5 0.7 0.4 -0.10
H -0.415 -0.367 -0.361 0.0 -0.6 0.2 0.30
C -4.002 1.405 -3.950 -0.1 0.3 0.8 -1.46
C -3.159 1.887 -2.753 -0.5 -1.2 -0.4 0.54
C -3.894 1.791 -1.443 -0.5 0.1 0.0 -0.79
O -3.039 2.333 -0.429 0.1 0.4 -0.1 -0.25
C -3.667 2.584 0.816 -0.3 0.7 0.9 -0.89
N -1.950 1.013 -2.612 -0.6 0.1 -0.7 0.25
H -4.509 0.454 -3.778 0.3 -0.2 0.1 0.34
H -3.319 1.337 -4.793 -0.3 0.0 -0.4 0.41
H -4.802 2.127 -4.115 0.2 0.1 -0.4 0.47
H -2.871 2.913 -2.977 0.3 0.0 0.3 0.25
H -4.150 0.758 -1.180 0.2 -0.1 -0.1 0.38
H -4.847 2.326 -1.492 0.2 0.3 0.1 0.49
H -4.436 3.362 0.756 -0.1 -0.2 -0.5 0.33
H -2.943 3.033 1.499 0.2 -0.4 -0.1 0.28
H -4.113 1.690 1.255 0.1 -0.1 -0.1 0.36
H -1.530 0.930 -3.548 0.6 0.3 0.4 -0.04
H -2.264 0.026 -2.516 0.2 0.4 0.7 0.14
C 3.379 2.062 2.510 0.4 -0.4 -0.9 -1.57
C 2.675 0.848 1.893 0.2 0.3 0.4 0.39
C 3.351 -0.446 2.287 0.1 -0.4 0.6 -0.61
O 4.686 -0.355 1.921 0.0 0.3 -0.5 -0.40
C 5.595 -1.160 2.644 0.5 0.0 0.5 -0.76
N 1.217 0.868 2.331 -0.1 1.7 0.1 -0.12
H 2.906 2.980 2.154 -0.1 0.1 0.4 0.46
H 4.391 2.101 2.104 0.0 -0.1 0.1 0.41
H 3.469 1.987 3.593 -0.2 0.2 0.1 0.43
H 2.707 0.982 0.809 -0.2 -0.3 0.0 -0.15
H 2.877 -1.330 1.830 -0.1 0.1 -0.1 0.29
H 3.245 -0.564 3.381 0.1 0.0 0.0 0.29
H 5.353 -2.224 2.602 -0.1 0.0 0.0 0.30
H 5.671 -0.819 3.683 -0.3 -0.2 0.0 0.33
H 6.592 -1.017 2.233 -0.2 0.0 -0.3 0.30
H 1.209 1.290 3.271 0.4 -0.8 0.2 0.42
H 0.966 1.759 1.879 -0.6 -0.5 -0.3 0.32
C 0.375 -3.145 5.342 -0.8 -0.4 -0.2 -1.62
C 0.561 -2.291 4.090 0.0 0.1 0.8 0.78
C 0.390 -3.124 2.827 1.0 -0.3 1.0 -0.61
O 0.075 -2.288 1.719 0.1 -0.8 0.1 0.06
C 0.263 -2.935 0.453 0.0 -0.3 -0.5 -0.99
N -0.394 -1.134 4.116 -0.8 0.5 0.6 -0.42
H -0.620 -3.607 5.317 0.0 0.1 0.0 0.46
H 0.404 -2.566 6.264 0.4 0.1 -0.1 0.43
H 1.063 -3.987 5.401 0.3 0.2 0.0 0.40
H 1.558 -1.850 4.144 0.0 0.0 -0.4 -0.24
H -0.303 -3.955 2.980 -0.5 0.4 -0.3 0.46
H 1.366 -3.610 2.717 0.0 0.1 -0.5 0.51
H 0.133 -4.018 0.509 -0.2 0.1 0.4 0.42
H 1.282 -2.793 0.082 -0.1 0.3 0.1 0.32
H -0.501 -2.554 -0.224 0.2 0.1 -0.1 0.25
H -0.027 -0.416 4.748 0.4 0.0 -0.4 0.40
H -1.189 -1.407 4.706 -0.3 -0.2 -0.8 0.31
C 0.619 3.101 -3.172 0.0 -0.2 -0.3 -0.46
C 1.647 2.291 -2.395 -0.4 0.9 -0.8 -0.53
O 1.003 1.123 -1.846 0.8 0.5 0.1 -0.01
O -0.436 3.552 -2.273 0.4 0.3 -0.2 -0.33
H 0.116 2.525 -3.949 0.1 -0.2 0.1 0.13
H 1.091 3.939 -3.685 0.0 0.2 0.3 0.62
H 2.035 2.951 -1.615 0.1 -0.4 0.3 0.25
H 2.471 2.034 -3.060 0.0 -0.2 0.1 0.49
H 1.438 0.345 -2.212 -0.2 -0.1 0.1 0.17
H -0.346 4.505 -2.138 -0.2 -0.1 0.2 0.25
C -0.774 -2.129 -3.284 -0.7 -0.5 0.4 -0.20
C -1.232 -1.940 -4.720 0.3 -0.2 0.0 -0.49
O -0.965 -0.590 -5.100 -0.3 0.2 0.1 -0.52
O -1.821 -1.826 -2.326 0.2 0.1 0.0 -0.67
H 0.055 -1.479 -3.006 0.0 0.2 -0.3 -0.04
H -0.442 -3.154 -3.108 0.0 0.0 -0.2 0.49
H -2.298 -2.176 -4.809 0.0 0.1 0.2 0.30
H -0.725 -2.659 -5.372 0.2 0.2 0.0 0.42
H -1.455 -0.396 -5.910 0.2 -0.1 -0.1 0.30
H -2.459 -2.549 -2.324 0.0 0.0 -0.1 0.30
```
Forces are in eV/Å.

* HOMO energy (alpha / beta): -16.88 / -16.88 eV
* HOMO-LUMO gap (alpha / beta): 8.517 / 6.770 eV
* <S²>: 2.004
* LUMO level (alpha / beta): -8.37 / -10.11 eV
* electronic energy: -3309.642443 Eh
* relative energy (zero: lowest compared OMol25 entry of this formula, charge and spin): 0.0 kJ/mol
* net charge: +3
* 2S+1: 3



2.
Computed, not measured: a molecular structure, C16H47BFInNO11S7 in a non-equilibrium geometry, with the ωB97M-V functional and the def2-TZVPD basis.

Geometry as XYZ:
```
85
Properties=species:S:1:pos:R:3:forces:R:3:mulliken_charge:R:1
O -0.310 5.440 2.509 -1.9 -1.2 -0.9 -0.52
C -1.272 4.843 2.055 1.8 1.2 0.7 0.50
F -2.209 5.526 1.403 -0.4 0.7 -0.3 -0.24
N -1.609 3.498 2.086 0.5 -0.1 0.1 -0.04
C -0.436 2.668 1.699 0.9 -0.4 0.6 0.25
O 0.144 2.112 2.619 -0.6 0.1 -0.5 -0.59
In 0.209 2.319 -0.463 -0.2 0.0 -0.2 0.88
B -0.202 0.062 -0.841 0.2 0.6 0.5 -0.19
O -1.463 -0.456 -1.108 -0.2 -0.7 -0.3 -0.32
O 0.797 -0.876 -0.890 -0.3 -0.6 -0.3 -0.53
H -1.811 3.276 3.058 -0.1 -0.4 0.2 0.20
H -0.822 3.281 -1.565 0.0 0.0 0.2 -0.40
H 1.899 2.721 -0.633 -0.1 -0.1 0.2 -0.37
H -2.020 -0.090 -0.427 -0.6 0.5 0.0 0.19
H 1.349 -0.754 -0.124 0.8 0.3 0.1 0.23
C 0.800 -5.239 -2.578 -0.1 0.0 -0.2 -0.99
S 0.138 -3.861 -1.630 0.3 0.0 0.0 0.59
O -0.314 -4.458 -0.337 -0.2 -0.2 0.2 -0.63
C -1.331 -3.586 -2.604 -0.2 -0.1 -0.1 -0.52
H 1.718 -5.558 -2.088 0.0 0.0 0.1 0.34
H 0.083 -6.060 -2.597 0.0 0.0 0.0 0.29
H 1.013 -4.904 -3.592 0.0 0.0 0.0 0.31
H -1.922 -4.503 -2.648 0.1 -0.1 0.0 0.46
H -1.053 -3.267 -3.607 0.0 0.0 0.0 0.06
H -1.897 -2.795 -2.115 0.2 0.0 0.1 0.03
C -2.100 0.628 6.089 0.0 0.0 0.1 -1.00
S -2.211 0.213 4.345 0.2 -0.1 -0.1 0.65
O -2.811 1.387 3.665 -0.2 0.1 0.1 -0.64
C -3.535 -0.981 4.537 -0.1 -0.1 0.1 -0.99
H -1.352 1.410 6.187 0.0 0.0 0.0 0.32
H -3.066 0.988 6.441 0.0 0.0 0.0 0.30
H -1.788 -0.254 6.649 0.0 0.0 0.0 0.36
H -4.397 -0.499 5.000 0.0 0.0 0.0 0.34
H -3.188 -1.817 5.143 0.0 -0.1 0.0 0.41
H -3.796 -1.334 3.543 0.0 0.0 -0.1 0.22
C -1.120 -2.486 -6.854 0.2 -0.2 -0.1 -0.57
S -1.724 -4.169 -6.721 -0.1 0.3 0.0 0.52
O -0.766 -4.909 -5.858 0.1 -0.1 0.1 -0.59
C -1.375 -4.659 -8.414 0.0 0.0 -0.1 -0.97
H -1.217 -2.016 -5.876 0.0 -0.1 -0.2 0.03
H -0.074 -2.503 -7.161 0.0 -0.1 -0.1 0.39
H -1.727 -1.943 -7.578 -0.1 0.0 0.0 0.36
H -0.312 -4.531 -8.615 0.0 0.0 0.0 0.29
H -1.971 -4.051 -9.094 0.0 0.0 0.0 0.35
H -1.650 -5.705 -8.519 0.0 0.0 0.0 0.33
C -2.402 -6.269 1.587 0.0 -0.2 -0.2 -0.84
S -3.098 -4.949 2.570 0.1 0.2 0.1 0.64
O -3.569 -5.543 3.854 -0.1 -0.1 0.0 -0.70
C -4.550 -4.708 1.543 -0.1 0.0 -0.1 -0.90
H -1.490 -6.602 2.075 0.1 0.0 0.0 0.30
H -3.115 -7.093 1.529 0.0 0.0 0.1 0.34
H -2.156 -5.885 0.597 0.1 0.1 0.0 0.23
H -5.114 -5.639 1.487 0.0 0.0 0.0 0.35
H -4.233 -4.386 0.552 0.0 0.0 0.0 0.28
H -5.159 -3.933 2.004 0.0 0.0 0.0 0.30
C -3.461 0.871 -3.548 0.1 0.1 -0.1 -0.97
S -3.181 -0.889 -3.703 -0.2 -0.1 0.3 0.74
O -1.934 -1.068 -4.495 0.0 0.3 0.1 -0.70
C -4.529 -1.241 -4.845 0.0 0.2 0.0 -1.16
H -2.676 1.267 -2.904 0.0 0.0 0.0 0.17
H -3.407 1.334 -4.533 0.0 0.0 0.0 0.34
H -4.436 1.040 -3.092 0.0 0.0 0.0 0.40
H -4.408 -0.649 -5.752 0.0 0.0 0.0 0.32
H -5.479 -1.012 -4.362 0.0 0.0 0.0 0.42
H -4.487 -2.301 -5.087 0.0 0.0 0.0 0.31
C 4.696 6.676 1.086 0.0 0.1 0.1 -0.74
S 4.825 5.035 0.362 0.0 -0.1 0.2 0.45
O 3.758 4.929 -0.658 0.0 0.2 -0.4 -0.58
C 4.209 4.145 1.792 0.0 0.0 0.1 -0.60
H 4.971 7.396 0.317 0.0 0.0 0.0 0.30
H 3.666 6.845 1.402 0.0 0.0 0.0 0.26
H 5.381 6.745 1.929 0.0 0.0 0.0 0.21
H 3.207 4.504 2.029 0.0 0.0 -0.1 0.19
H 4.890 4.291 2.625 0.1 0.0 0.1 0.27
H 4.161 3.094 1.518 0.0 0.0 -0.1 0.26
C 7.861 6.469 5.382 0.0 0.0 0.1 -0.96
S 8.183 5.413 3.965 0.1 0.0 0.0 0.38
O 6.909 5.314 3.212 0.0 0.1 0.0 -0.48
C 8.343 3.888 4.898 0.0 -0.1 0.1 -0.98
H 7.681 7.474 5.008 0.0 0.0 0.0 0.31
H 6.980 6.107 5.910 0.0 0.0 0.0 0.30
H 8.732 6.470 6.037 0.0 0.0 0.0 0.39
H 7.427 3.710 5.460 0.0 0.0 0.0 0.31
H 9.200 3.964 5.568 0.0 0.0 0.0 0.38
H 8.503 3.083 4.186 0.0 0.0 0.0 0.32
```
Forces are in eV/Å.

* HOMO energy: -4.36 eV
* HOMO-LUMO gap: 6.143 eV
* LUMO level: 1.78 eV
* electronic energy: -4622.231023 Eh
* net charge: -1



3.
Computed, not measured: 7 unconnected molecules or ions with the total composition C16H47N5O8 in a non-equilibrium geometry, with the ωB97M-V functional and the def2-TZVPD basis.

Geometry as XYZ:
```
76
Properties=species:S:1:pos:R:3:forces:R:3:mulliken_charge:R:1
C -5.787 2.529 -18.694 -0.1 0.3 0.7 -0.80
O -4.744 2.093 -17.845 -0.4 0.1 0.3 -0.26
C -3.718 1.411 -18.477 1.2 -1.2 0.0 -0.48
C -2.643 0.908 -17.478 1.3 1.4 0.1 -0.83
N -1.864 1.930 -16.732 -1.7 0.9 0.9 -0.31
C -2.686 2.515 -15.645 1.9 2.6 0.2 -0.46
C -1.745 3.653 -15.013 -1.2 -1.9 1.3 -0.79
O -1.455 4.669 -15.918 1.8 0.7 -1.5 -0.33
C -0.064 5.107 -15.866 0.0 -1.0 0.9 -0.72
H -6.588 2.875 -18.040 -0.1 -0.2 0.0 0.24
H -6.171 1.722 -19.317 0.1 0.0 -0.2 0.31
H -5.491 3.415 -19.256 0.2 -0.2 -0.5 0.32
H -3.240 1.960 -19.288 0.3 0.9 0.2 0.39
H -4.047 0.550 -19.059 -0.7 -0.6 0.2 0.43
H -1.807 0.437 -17.996 -0.7 -0.7 -0.6 0.29
H -2.955 0.274 -16.648 -0.7 -0.4 -0.6 0.42
H -1.747 2.791 -17.246 0.6 -0.2 -1.1 0.23
H -2.960 1.752 -14.916 -0.2 0.3 0.1 0.40
H -3.469 3.180 -16.009 -0.9 -0.9 -0.1 0.22
H -0.931 3.045 -14.617 0.9 0.6 -0.2 0.38
H -2.207 4.166 -14.170 -0.4 -0.4 0.4 0.46
H 0.335 5.715 -16.678 -1.0 -0.1 -0.4 0.27
H 0.568 4.221 -15.802 0.1 -0.2 -0.2 0.31
H 0.163 5.648 -14.947 -0.4 0.2 0.2 0.31
N 2.767 -1.692 -10.811 -2.0 5.7 4.5 -0.38
C 3.364 -2.516 -11.566 3.8 -0.4 0.4 0.67
N 2.504 -3.313 -12.030 -3.4 -4.7 -3.5 -0.40
O 4.550 -2.640 -11.735 2.4 0.4 -0.5 -0.67
H 1.784 -1.838 -10.630 0.5 0.5 0.4 0.15
H 3.277 -1.034 -10.239 -0.2 -0.2 -0.2 0.22
H 1.546 -3.006 -11.945 0.1 -1.1 -1.0 0.18
H 2.929 -3.958 -12.681 -1.1 -0.3 -0.2 0.24
N 3.742 -0.141 -16.452 -1.6 1.7 -0.6 -0.41
C 4.581 -0.819 -17.305 -2.8 -0.7 -1.2 0.61
N 5.304 -1.675 -16.619 2.9 -2.0 0.4 -0.35
O 4.484 -0.844 -18.548 0.5 0.9 2.0 -0.64
H 2.875 0.170 -16.867 0.3 0.2 -0.3 0.22
H 3.605 -0.278 -15.461 0.8 -0.4 -0.2 0.19
H 5.285 -1.827 -15.621 0.0 0.3 -0.3 0.16
H 5.994 -2.170 -17.166 -0.1 -0.1 0.3 0.21
C 6.665 -8.731 -14.866 1.7 0.5 0.0 -0.98
C 5.769 -9.591 -14.070 -0.1 1.1 -0.6 -0.23
O 4.503 -9.145 -14.396 -3.0 0.3 -0.3 -0.52
H 7.682 -8.988 -14.568 0.4 -0.2 -0.7 0.32
H 6.609 -7.669 -14.628 -0.5 0.0 -0.1 0.31
H 6.409 -8.931 -15.907 0.6 0.3 -0.1 0.27
H 5.854 -9.297 -13.024 0.5 -1.4 0.4 0.25
H 5.900 -10.578 -14.512 0.3 -0.6 1.4 0.29
H 4.044 -9.757 -14.975 0.0 0.0 0.1 0.30
C -1.031 -3.473 -23.882 1.5 1.0 0.0 -0.96
C 0.298 -2.864 -23.312 -0.8 -0.1 -0.8 -0.25
O 0.770 -3.485 -22.166 0.1 -0.7 1.3 -0.52
H -0.855 -4.505 -24.183 -0.2 0.1 0.0 0.27
H -1.184 -2.835 -24.752 -0.3 -0.3 -0.4 0.31
H -1.937 -3.379 -23.284 0.4 -0.1 0.4 0.30
H 0.232 -1.797 -23.100 -0.6 0.3 -0.3 0.29
H 1.115 -2.979 -24.024 -0.4 0.1 -0.9 0.26
H 1.598 -3.027 -22.007 0.2 -0.3 0.6 0.32
C 11.323 -5.748 -18.833 0.7 -0.2 -0.2 -1.00
C 11.715 -6.864 -19.849 -2.0 2.1 0.0 -0.22
O 13.010 -6.610 -20.328 0.8 -0.9 0.5 -0.50
H 12.106 -5.670 -18.079 0.0 -0.1 0.1 0.28
H 10.359 -5.818 -18.330 0.0 -0.6 -0.1 0.32
H 11.291 -4.777 -19.328 0.2 -0.1 -0.3 0.27
H 11.090 -6.694 -20.725 -0.6 -0.4 0.0 0.20
H 11.516 -7.867 -19.472 0.4 0.0 0.2 0.35
H 13.339 -7.496 -20.499 0.6 0.2 -0.3 0.30
C 12.962 -0.503 -12.666 0.9 -1.3 0.0 -0.90
C 11.701 0.031 -13.278 0.9 1.0 0.2 -0.25
O 12.012 0.218 -14.671 -0.8 0.3 0.2 -0.51
H 13.823 -0.001 -13.107 -0.2 0.2 -0.2 0.27
H 13.069 -1.543 -12.974 0.2 -0.2 0.4 0.24
H 13.130 -0.376 -11.597 -0.6 -0.3 0.2 0.34
H 11.588 0.967 -12.733 -0.8 0.5 -0.5 0.24
H 10.781 -0.547 -13.188 0.3 -0.2 0.1 0.26
H 12.281 1.135 -14.755 0.0 0.0 -0.3 0.30
```
Forces are in eV/Å.

* HOMO energy: -8.80 eV
* HOMO-LUMO gap: 9.063 eV
* LUMO level: 0.26 eV
* electronic energy: -1513.330418 Eh
* relative energy (zero: lowest compared OMol25 entry of this formula, charge and spin): 406.3 kJ/mol